1.
Formula: C44H55BN4OP2S5SbTc
Source: OMol25
Level of theory: ωB97M-V/def2-TZVPD

Structure (ORCA input):
```
! wB97M-V def2-TZVPD RIJCOSX def2/J DEFGRID3
* xyz 2 1
Sb 1.23 0.00 5.56
Tc -0.13 -0.20 2.50
S -0.71 1.81 -1.51
S 3.45 1.47 6.11
S -0.88 0.55 4.43
S 1.10 -1.28 7.32
S 1.75 -1.02 3.47
P -0.31 -2.65 1.57
P 1.24 2.59 1.56
O -2.00 -2.19 -3.60
N 0.49 1.13 1.65
N -2.03 -0.02 1.85
N -1.73 -0.03 -3.10
N -1.01 1.94 -4.14
C -2.18 4.66 1.05
C 3.04 3.26 5.82
C 0.49 5.21 1.65
C 0.17 -3.78 2.91
C -2.96 -2.96 2.35
C -1.27 3.62 1.12
C 0.53 -3.99 -0.80
C -0.25 -3.52 4.21
C 2.45 2.48 0.28
C 0.84 -2.79 0.10
C -2.05 -3.21 1.14
C 3.29 2.52 3.41
C -1.72 1.75 -5.41
C 2.11 -0.59 -5.22
C 3.18 1.29 0.17
C 0.06 3.90 1.41
C 4.10 1.15 -0.86
C -1.15 1.24 -3.02
C 1.64 3.57 5.48
C 2.61 3.51 -0.64
C 1.09 -5.88 3.67
C 2.03 -1.34 -6.39
C -3.68 2.46 -6.81
C -2.99 0.43 1.38
C 0.86 -2.03 -6.69
C -2.08 -4.72 0.89
C 0.65 -1.52 -0.74
C -3.02 2.55 -5.44
C -0.16 -1.17 -4.69
C -0.23 -1.96 -5.84
C 0.84 -4.98 2.64
C 0.67 -5.61 4.96
C 4.28 2.19 -1.77
C 3.54 3.36 -1.66
C -2.56 -2.49 -0.12
C 2.32 -2.87 0.51
C -1.76 5.97 1.26
C 1.01 -0.49 -4.38
C 3.88 2.67 4.75
C -0.43 6.25 1.56
C -0.01 -4.43 5.23
C 2.00 2.78 3.19
C 1.14 3.29 4.27
C -1.36 -1.18 -3.79
B -4.26 0.97 0.67
H -0.43 -3.91 -1.29
H -2.09 -2.86 -1.03
H 2.58 -3.81 0.98
H -1.14 -2.51 -6.05
H -2.33 -0.24 -2.31
H -1.05 2.06 -6.21
H 2.02 4.41 -0.57
H 4.99 2.08 -2.57
H 3.03 0.48 0.87
H -2.90 -1.96 2.77
H 1.29 -4.01 -1.59
H 3.02 -0.07 -4.98
H -3.13 -5.00 0.76
H -3.69 2.17 -4.67
H 1.09 0.10 -3.47
H -4.24 2.18 0.79
H 0.86 -6.32 5.75
H 1.61 -6.81 3.45
H 0.80 -2.63 -7.59
H 1.53 5.43 1.89
H -0.11 7.26 1.73
H -4.00 -3.10 2.02
H 0.86 -0.60 -0.19
H -3.05 2.89 -7.59
H 3.68 4.16 -2.38
H -1.61 2.61 0.95
H -2.45 -1.41 -0.09
H 3.51 3.88 6.58
H 3.96 2.25 2.60
H -1.70 -5.29 1.74
H -0.78 -2.60 4.45
H 0.11 3.53 4.05
H -1.56 -5.03 -0.01
H -4.17 0.61 -0.49
H 1.34 -1.56 -1.58
H -4.63 3.00 -6.82
H -3.22 4.45 0.82
H -2.81 3.59 -5.19
H 4.67 0.24 -0.95
H 4.94 2.84 4.79
H 1.15 -5.23 1.64
H -3.63 -2.70 -0.22
H -0.36 -4.22 6.23
H 2.91 -2.77 -0.40
H -2.47 6.78 1.21
H 0.59 -4.95 -0.28
H -5.19 0.46 1.25
H -1.92 0.70 -5.56
H -3.89 1.42 -7.08
H -2.77 -3.68 3.14
H -0.56 2.83 -4.00
H 2.88 -1.40 -7.05
H 2.63 -2.07 1.18
H -0.37 -1.44 -1.13
H 1.03 4.06 6.23
*
```

Relative energy (zero: lowest compared OMol25 entry of this formula, charge and spin) ... 2.8528 eV
LUMO level ... -7.5 eV
Molecular weight ... 1108.81 g/mol
HOMO-LUMO gap ... 0.18685 Eh
Total energy ... -5022.98426 Ha

***

2.
Formula: C44H55F33O22
Source: OMol25
Level of theory: ωB97M-V/def2-TZVPD

Structure (ORCA input):
```
! wB97M-V def2-TZVPD RIJCOSX def2/J DEFGRID3
* xyz -1 2
F -2.56 8.79 0.04
F 9.98 -0.48 2.47
F -1.41 8.35 -1.80
F -7.53 2.14 4.19
F -0.24 5.01 -6.91
F -3.33 -0.10 -0.97
F -2.79 -7.06 -6.07
F -0.25 2.89 -7.35
F -2.09 0.61 5.14
F -5.39 0.66 -2.56
F -3.32 2.03 -0.35
F -0.43 8.22 0.21
F 8.73 -5.85 3.14
F 7.36 -7.29 4.01
F -4.70 -6.64 -4.86
F -8.06 3.87 5.52
F 2.29 1.73 2.47
F -0.20 -2.37 -4.94
F -9.62 2.73 4.41
F 8.35 0.57 3.40
F -0.72 1.25 3.61
F 1.12 -0.74 -4.69
F -1.72 -0.53 3.33
F -2.05 3.98 -7.33
F -4.08 -5.44 -6.49
F -6.32 2.54 -3.24
F 8.26 -1.75 3.11
F 3.41 3.53 2.77
F -3.42 0.28 1.15
F 2.10 2.94 4.38
F -4.69 1.59 -4.39
F -0.05 -1.38 -3.02
F 7.72 -5.61 5.04
O -6.87 4.06 2.62
O 6.65 -1.01 0.91
O -3.16 6.13 -0.76
O -6.36 0.28 -5.85
O 3.96 1.31 5.36
O 2.14 -2.84 -2.66
O 8.27 0.68 0.48
O 5.98 -4.26 3.52
O -9.05 4.83 2.72
O 1.08 -0.67 4.18
O 4.99 1.27 3.29
O -0.95 5.73 0.04
O 6.01 -5.97 2.04
O 2.13 -3.38 -4.88
O -3.32 -4.89 -3.32
O -2.08 3.82 -4.60
O -1.68 -4.77 -4.93
O -0.94 -0.62 0.56
O 0.08 3.03 -4.69
O -7.77 -0.01 -4.05
O -0.27 -1.18 6.05
O -0.65 1.22 -0.78
C 0.61 -1.84 -4.13
C -6.93 -1.92 -6.65
C 4.23 -2.69 3.85
C 0.70 -2.28 1.35
C -5.53 3.92 0.85
C 5.68 1.40 7.10
C -2.79 -5.25 -4.55
C -0.87 3.88 -6.75
C -6.45 4.87 1.58
C -3.62 -6.16 -5.50
C 0.44 -0.98 0.61
C 5.01 0.51 6.05
C 7.84 -0.23 1.22
C -1.18 0.25 4.29
C -8.11 4.14 3.14
C 0.76 -1.93 6.68
C -5.78 1.35 -3.62
C 2.90 2.48 3.40
C 3.04 -4.45 -4.69
C -1.39 3.81 1.47
C -2.91 0.69 -0.04
C 8.61 -0.55 2.58
C 1.63 -0.91 7.52
C 0.93 4.11 -2.72
C -8.37 3.21 4.35
C -7.27 -0.42 -6.74
C -6.77 0.52 -4.56
C 4.03 1.61 4.02
C 5.98 -0.76 -0.30
C -2.93 -3.81 -2.55
C -1.55 7.98 -0.51
C 4.65 -1.55 -0.30
C 2.84 -5.61 -5.66
C 6.41 -5.42 3.05
C 4.83 -3.75 2.97
C 7.62 -6.02 3.80
C 0.02 -0.55 4.87
C -3.29 -2.49 -3.20
C -1.39 0.47 -0.11
C -1.11 4.32 0.06
C -1.99 6.55 -0.35
C 1.70 -2.77 -3.80
C -0.98 3.68 -5.24
C 0.20 2.89 -3.29
H -0.13 3.99 -0.29
H 1.94 -0.19 6.78
H 0.25 -3.17 0.92
H 2.76 -5.17 -6.66
H 1.01 -0.27 1.22
H 4.10 -4.55 2.88
H 4.02 -3.98 -4.83
H -3.08 -2.43 -4.27
H 5.05 -3.36 1.98
H 5.86 0.14 5.49
H 6.61 1.08 7.55
H 4.93 -1.92 4.18
H 0.78 -1.01 -0.42
H -4.36 -2.37 -3.06
H 3.78 -3.26 4.66
H 4.58 -0.38 6.50
H -1.88 3.92 -0.61
H 6.70 -1.13 -1.04
H -8.31 -0.28 -6.44
H -0.59 4.19 2.10
H 4.74 -2.63 -0.26
H -4.95 3.36 1.58
H 0.30 5.00 -2.82
H -6.04 5.79 2.01
H -7.15 5.29 0.87
H -5.98 -2.19 -7.11
H 5.81 0.29 -0.51
H -4.75 4.42 0.26
H 3.69 -6.29 -5.68
H 4.25 -1.11 -1.21
H 4.04 -1.20 0.53
H -3.41 -3.95 -1.58
H -2.85 -1.69 -2.61
H 1.32 3.91 -1.72
H 6.01 2.34 6.68
H 2.91 -4.92 -3.72
H -0.82 2.81 -2.91
H -6.00 3.13 0.26
H -1.35 2.73 1.33
H 1.75 -2.44 1.57
H -7.69 -2.59 -7.06
H 1.03 -0.35 8.24
H -6.90 -2.10 -5.58
H -7.07 -0.05 -7.74
H 1.32 -2.59 6.02
H 1.93 -6.20 -5.56
H -2.35 4.06 1.93
H 0.28 -2.67 7.31
H -1.84 -3.83 -2.53
H 4.98 1.70 7.88
H 3.52 -2.14 3.23
H 2.49 -1.36 8.03
H 0.78 2.00 -3.05
H 0.09 -2.16 2.25
H 1.90 4.22 -3.20
*
```

Relative energy (zero: lowest compared OMol25 entry of this formula, charge and spin) ... 2.9170 eV
LUMO level (spin up / spin down) ... 1.4 / 1.4 eV
⟨S²⟩ ... 0.75
Molecular weight ... 1562.84 g/mol
HOMO-LUMO gap (spin up / spin down) ... 0.06420 / 0.21918 Eh
Total energy ... -6660.39546 Ha

***

3.
Formula: C44H55F33O22
Source: OMol25
Level of theory: ωB97M-V/def2-TZVPD

Structure (ORCA input):
```
! wB97M-V def2-TZVPD RIJCOSX def2/J DEFGRID3
* xyz 0 1
F -18.62 -26.53 19.51
F -22.34 -18.66 21.73
F -22.58 -20.88 14.11
F -16.71 -19.24 17.68
F -10.28 -28.30 21.19
F -17.55 -16.79 21.19
F -23.00 -20.37 16.19
F -15.76 -26.15 18.08
F -13.29 -28.69 20.02
F -18.06 -28.82 21.14
F -23.78 -28.42 17.59
F -20.17 -29.25 20.85
F -8.91 -26.68 20.76
F -14.82 -30.24 19.91
F -16.89 -25.90 20.65
F -10.39 -27.25 19.30
F -17.07 -22.86 14.76
F -17.71 -24.38 16.17
F -18.78 -26.12 21.64
F -15.41 -28.16 19.99
F -24.22 -19.56 22.36
F -23.10 -18.85 14.68
F -17.57 -18.57 22.44
F -13.83 -25.28 17.67
F -15.92 -20.30 15.95
F -25.65 -27.60 16.86
F -17.87 -20.79 16.74
F -22.54 -19.47 23.74
F -24.85 -26.96 18.78
F -19.18 -23.26 15.08
F -18.79 -29.30 19.18
F -16.33 -18.47 20.65
F -15.29 -25.51 16.08
O -25.67 -19.93 15.47
O -17.60 -24.40 12.73
O -13.66 -29.77 22.55
O -19.38 -31.92 20.22
O -15.83 -22.63 17.56
O -12.97 -27.51 16.73
O -24.39 -25.63 15.86
O -18.66 -19.93 20.10
O -18.17 -23.44 21.06
O -19.51 -17.85 19.99
O -12.20 -25.89 20.50
O -19.26 -24.05 19.19
O -22.68 -25.81 17.32
O -18.28 -26.03 14.11
O -22.66 -21.30 20.76
O -15.49 -28.48 22.53
O -15.03 -28.40 16.63
O -17.65 -31.27 21.51
O -10.93 -25.60 22.32
O -25.11 -21.18 13.71
O -15.78 -21.08 19.19
O -21.80 -21.73 22.80
C -20.85 -22.78 17.91
C -23.79 -24.51 15.24
C -22.89 -19.65 22.46
C -16.67 -27.53 24.34
C -22.42 -21.00 21.89
C -18.92 -29.57 20.47
C -14.28 -27.49 16.82
C -14.51 -29.14 21.98
C -21.03 -23.87 23.43
C -15.51 -28.41 23.96
C -26.48 -21.40 13.36
C -24.53 -27.31 17.54
C -20.94 -22.81 22.36
C -17.00 -24.59 10.44
C -15.96 -32.55 22.60
C -14.77 -26.07 17.19
C -12.14 -29.70 17.46
C -26.51 -21.97 11.97
C -18.21 -25.74 20.48
C -16.00 -21.52 17.96
C -17.23 -32.61 21.79
C -18.69 -31.08 20.73
C -14.07 -25.48 22.02
C -24.85 -20.40 14.75
C -19.67 -22.70 18.85
C -16.61 -20.42 17.06
C -23.73 -26.16 16.88
C -17.99 -24.89 13.90
C -17.61 -25.30 11.62
C -20.31 -18.53 17.76
C -11.14 -26.10 21.25
C -14.51 -29.04 20.44
C -15.16 -21.38 21.47
C -13.16 -24.93 20.93
C -10.16 -27.11 20.61
C -18.54 -24.24 20.25
C -15.12 -21.97 20.09
C -17.50 -18.13 21.18
C -17.95 -23.82 15.00
C -12.31 -28.72 16.32
C -20.64 -18.27 19.22
C -23.33 -20.16 14.91
C -22.52 -24.82 14.44
C -18.64 -18.76 20.35
H -13.49 -25.85 22.87
H -27.03 -20.46 13.43
H -17.06 -33.11 20.84
H -21.04 -19.20 19.64
H -27.54 -22.22 11.71
H -16.19 -21.24 21.81
H -15.53 -22.98 20.03
H -14.65 -20.42 21.53
H -14.72 -26.26 21.63
H -21.64 -24.89 15.10
H -20.19 -17.57 17.24
H -14.77 -24.71 22.35
H -15.26 -31.83 22.18
H -12.60 -24.04 21.21
H -20.81 -23.40 24.39
H -14.54 -28.03 24.29
H -22.25 -24.03 13.74
H -19.94 -22.40 22.40
H -22.62 -25.79 13.96
H -18.01 -33.20 22.28
H -17.60 -27.99 23.98
H -18.79 -22.26 18.38
H -21.15 -23.21 21.37
H -11.51 -29.28 18.24
H -18.66 -25.47 11.37
H -16.19 -32.23 23.62
H -25.81 -22.79 11.84
H -26.23 -21.20 11.25
H -13.05 -30.20 17.77
H -16.59 -26.58 23.81
H -26.90 -22.11 14.08
H -21.15 -19.05 17.31
H -12.73 -29.13 15.40
H -17.32 -23.55 10.42
H -21.48 -17.58 19.30
H -19.89 -22.04 19.68
H -15.50 -33.54 22.65
H -13.86 -24.77 20.12
H -15.62 -29.41 24.39
H -21.07 -21.77 17.56
H -20.57 -23.35 17.02
H -14.06 -22.05 19.81
H -23.68 -23.63 15.86
H -17.27 -25.04 9.49
H -19.40 -19.12 17.64
H -20.33 -24.69 23.27
H -11.54 -30.52 17.03
H -14.75 -22.06 22.23
H -22.03 -24.30 23.53
H -24.44 -24.18 14.42
H -17.14 -26.25 11.84
H -11.31 -28.38 16.02
H -15.90 -24.56 10.45
H -16.72 -27.39 25.42
H -21.67 -23.30 18.41
*
```

Relative energy (zero: lowest compared OMol25 entry of this formula, charge and spin) ... 0.5168 eV
LUMO level ... 0.5 eV
SMILES ... CCOC(=O)C(F)(F)F.CCOC(=O)C(F)(F)F.CCOC(=O)C(F)(F)F.CCOC(=O)C(F)(F)F.CCOC(=O)C(F)(F)F.CCOC(=O)C(F)(F)F.CCOC(=O)C(F)(F)F.CCOC(=O)C(F)(F)F.CCOC(=O)C(F)(F)F.CCOC(=O)C(F)(F)F.CCOC(=O)C(F)(F)F
Molecular weight ... 1562.84 g/mol
HOMO-LUMO gap ... 0.42151 Eh
Total energy ... -6660.67471 Ha